Molecular formula: C47H54CaN8P2Si2Te
Method: DFT, wB97M-V/def2-TZVPD

The geometry in XYZ format:
```
115
Properties=species:S:1:pos:R:3:mulliken_charge:R:1
Ca -20.976 -2.927 -4.432 1.789
C -20.073 -3.572 -0.337 -1.300
Si -21.597 -3.867 -1.333 0.248
C -22.850 -4.827 -0.274 -1.211
C -22.288 -2.184 -1.655 -0.928
N -21.031 -4.558 -2.722 -0.778
P -21.391 -5.678 -3.872 3.672
C -21.745 -4.975 -5.385 -1.884
P -21.069 -4.661 -6.863 1.774
N -20.647 -3.108 -6.988 -0.002
Si -19.505 -2.484 -8.184 0.377
C -17.989 -1.744 -7.509 -1.017
C -18.786 -3.650 -9.515 -1.118
C -20.499 -1.101 -9.202 -1.561
C -22.226 -5.001 -8.266 0.294
C -23.109 -6.070 -8.160 -0.612
C -24.015 -6.377 -9.148 -0.886
C -24.130 -5.538 -10.235 -0.730
C -23.191 -4.532 -10.372 -0.981
C -22.222 -4.264 -9.416 -0.317
C -19.679 -5.655 -7.174 0.367
C -18.485 -5.286 -6.410 0.485
C -17.409 -6.129 -6.363 -0.872
C -17.463 -7.393 -6.966 -0.700
C -18.579 -7.785 -7.691 -0.905
C -19.675 -6.926 -7.720 -0.966
C -22.792 -6.785 -3.422 0.430
C -22.756 -7.740 -2.376 -0.669
C -23.942 -8.544 -2.231 -0.713
C -24.967 -8.564 -3.144 -0.799
C -24.874 -7.726 -4.200 -0.613
C -23.845 -6.834 -4.344 -0.722
C -19.977 -6.905 -3.651 0.277
C -18.906 -6.628 -2.827 0.214
C -17.869 -7.496 -2.612 -0.819
C -17.934 -8.711 -3.317 -0.444
C -19.021 -9.074 -4.083 -1.046
C -20.055 -8.153 -4.298 -0.284
H -19.383 -2.924 -0.954 0.220
H -19.426 -4.427 -0.044 0.302
H -20.239 -3.204 0.668 0.480
H -22.373 -5.820 0.043 0.251
H -23.817 -5.069 -0.778 0.261
H -23.132 -4.354 0.609 0.575
H -21.522 -1.558 -2.097 0.358
H -22.623 -1.715 -0.772 0.599
H -23.246 -2.272 -2.169 -0.168
H -17.173 -1.832 -8.310 0.397
H -17.620 -2.521 -6.790 0.087
H -17.916 -0.829 -6.983 0.596
H -19.219 -4.678 -9.575 0.248
H -17.748 -3.802 -9.150 0.375
H -18.763 -3.298 -10.566 0.403
H -20.315 -0.131 -8.687 0.279
H -21.562 -1.327 -9.243 0.315
H -20.283 -1.129 -10.239 0.604
H -22.958 -6.668 -7.301 0.712
H -24.637 -7.273 -9.104 0.409
H -24.817 -5.660 -11.032 0.448
H -23.176 -4.107 -11.366 0.382
H -21.357 -3.618 -9.565 0.042
H -18.514 -4.330 -5.846 -0.553
H -16.552 -5.829 -5.776 0.458
H -16.635 -8.025 -6.845 0.465
H -18.711 -8.711 -8.126 0.569
H -20.668 -7.206 -8.055 0.458
H -21.814 -7.863 -1.785 0.459
H -23.938 -9.239 -1.390 0.381
H -25.881 -9.101 -2.930 0.371
H -25.656 -7.687 -4.942 0.450
H -23.977 -6.200 -5.192 0.518
H -19.006 -5.714 -2.302 -0.689
H -16.959 -7.288 -2.082 0.428
H -17.088 -9.404 -3.229 0.320
H -19.008 -10.000 -4.477 0.647
H -20.966 -8.458 -4.900 0.219
N -22.052 -0.374 -6.448 0.090
C -20.962 0.208 -5.791 0.011
N -20.651 1.478 -6.039 -0.731
C -19.515 1.914 -5.530 0.257
N -19.067 3.194 -5.730 -0.432
N -18.724 1.183 -4.735 -0.561
C -19.086 -0.027 -4.562 -0.510
N -20.215 -0.566 -4.989 0.895
C -18.172 -0.989 -3.756 0.423
C -17.166 -0.472 -2.958 -0.721
C -16.273 -1.352 -2.296 -0.658
C -16.588 -2.705 -2.257 -1.178
C -17.800 -3.122 -2.867 -0.506
N -18.584 -2.288 -3.574 1.330
H -22.194 0.146 -7.290 0.408
H -21.932 -1.370 -6.697 -0.412
H -19.758 3.893 -5.925 0.274
H -18.272 3.423 -5.138 0.271
H -17.010 0.609 -3.037 0.463
H -15.480 -0.877 -1.680 0.362
H -15.943 -3.418 -1.628 0.349
H -18.217 -3.949 -2.519 0.593
C -25.253 -3.639 -3.766 -0.011
Te -24.174 -2.954 -5.411 0.407
C -25.319 -1.166 -5.340 -1.027
C -26.447 -1.579 -4.447 0.692
C -27.616 -0.785 -4.548 -0.784
C -28.745 -1.082 -3.831 -0.612
C -28.691 -2.208 -2.993 -0.555
C -27.514 -2.972 -2.882 -0.693
C -26.427 -2.715 -3.705 0.166
H -24.667 -3.505 -2.858 -0.271
H -25.537 -4.690 -3.924 0.435
H -25.667 -1.071 -6.412 0.443
H -24.714 -0.333 -5.004 0.483
H -27.494 0.173 -5.064 0.370
H -29.619 -0.436 -3.733 0.361
H -29.656 -2.464 -2.525 0.340
H -27.434 -3.828 -2.256 0.516
```

Energy above the lowest of the compared OMol25 structures with the same formula, charge and spin (kJ/mol): 132.4
E_HOMO (eV): -6.72
LUMO energy (eV): -0.5479
Total energy (eV): -121605.1983
Net charge: 0